This record from OMol25 describes C37H49BN6O4STi as an isolated structure at a distorted geometry. The level of theory is ωB97M-V/def2-TZVPD.

Structure (XYZ):
```
99
Properties=species:S:1:pos:R:3:forces:R:3
Ti -0.561 0.361 0.492 0.131 -0.948 1.166
C 1.980 2.831 0.090 -0.088 0.062 -0.059
C 0.563 3.147 -0.256 -0.114 -0.080 -0.064
C 0.011 4.277 -0.835 0.060 0.164 -0.079
C -1.367 4.076 -0.852 -0.014 0.118 -0.148
C -2.437 4.962 -1.397 0.019 -0.067 0.027
N -1.623 2.887 -0.298 0.041 -0.009 0.295
N -0.434 2.306 0.065 0.071 0.734 -0.404
B -2.971 2.266 0.169 0.015 -0.012 0.101
N -2.793 1.997 1.676 0.126 0.162 -0.118
N -1.635 1.410 2.096 -0.482 -0.036 -0.068
C -1.590 1.541 3.424 0.122 0.005 0.045
C -0.398 1.143 4.235 -0.107 0.097 0.007
C -2.740 2.199 3.863 -0.052 0.000 0.148
C -3.478 2.477 2.726 -0.083 0.056 0.128
C -4.788 3.183 2.591 0.080 -0.024 -0.031
N -3.188 0.882 -0.508 0.231 0.065 0.229
N -2.334 -0.149 -0.210 -0.366 0.039 -0.428
C -2.760 -1.247 -0.890 0.090 0.246 0.038
C -2.019 -2.542 -0.889 -0.114 0.056 0.064
C -3.906 -0.909 -1.574 -0.145 -0.095 -0.147
C -4.134 0.449 -1.329 -0.151 -0.013 -0.134
C -5.190 1.339 -1.890 0.024 -0.010 0.043
H 2.666 3.432 -0.502 -0.004 0.002 -0.024
H 2.168 3.052 1.142 0.017 0.024 0.039
H 2.209 1.782 -0.087 0.009 -0.081 -0.004
H 0.542 5.143 -1.200 -0.062 -0.065 0.040
H -1.991 5.866 -1.801 0.000 0.009 -0.005
H -2.981 4.458 -2.198 0.038 0.024 0.034
H -3.156 5.243 -0.628 0.036 -0.005 -0.005
H -3.884 3.001 -0.051 0.108 -0.112 -0.035
H 0.346 0.632 3.626 0.023 0.006 -0.014
H 0.068 2.036 4.656 -0.004 -0.017 -0.007
H -0.677 0.503 5.073 -0.003 0.060 -0.037
H -2.993 2.458 4.880 0.022 -0.014 -0.099
H -5.215 3.348 3.578 -0.001 -0.003 -0.014
H -4.666 4.153 2.106 0.011 -0.043 0.023
H -5.497 2.600 2.000 0.045 0.013 0.043
H -0.950 -2.386 -0.764 0.146 0.013 0.022
H -2.387 -3.202 -0.101 0.010 0.000 0.023
H -2.170 -3.052 -1.838 -0.021 -0.012 -0.030
H -4.499 -1.558 -2.201 0.055 0.073 0.051
H -5.869 0.759 -2.510 -0.004 0.001 -0.001
H -5.766 1.828 -1.104 0.019 -0.034 -0.004
H -4.736 2.118 -2.506 -0.022 -0.048 0.021
C 3.349 -2.405 -0.281 0.064 -0.100 -0.003
C 2.806 -1.396 0.687 0.185 -0.043 0.084
O 1.616 -1.107 0.635 0.092 0.373 0.207
C 3.711 -0.806 1.707 -0.127 0.008 -0.039
C 3.269 0.248 2.511 0.096 -0.105 -0.047
C 4.075 0.760 3.511 0.029 0.007 0.003
C 5.340 0.215 3.720 -0.028 0.048 0.027
C 5.794 -0.823 2.921 0.061 -0.035 -0.017
C 4.985 -1.330 1.915 0.133 -0.083 -0.047
H 2.605 -2.621 -1.045 0.003 0.031 0.019
H 3.608 -3.330 0.245 0.002 0.051 -0.040
H 4.263 -2.034 -0.750 -0.040 -0.041 0.003
H 2.294 0.667 2.324 -0.187 0.075 0.036
H 3.730 1.582 4.127 0.019 -0.047 -0.042
H 5.975 0.608 4.506 -0.038 -0.014 -0.053
H 6.783 -1.236 3.077 -0.065 0.013 -0.001
H 5.351 -2.142 1.296 -0.012 0.080 0.086
O -0.652 -1.037 1.842 0.200 -0.243 0.100
S -1.093 -2.353 2.516 -0.129 0.024 -0.194
C -0.448 -2.256 4.207 0.050 -0.042 0.022
C 0.368 -3.528 4.421 0.002 -0.021 -0.065
C 1.143 -3.734 3.121 -0.022 -0.014 0.050
C 0.104 -3.625 2.011 0.031 0.007 0.009
H -1.285 -2.122 4.889 0.012 0.019 -0.008
H 0.185 -1.367 4.208 -0.037 -0.133 0.013
H -0.288 -4.380 4.613 0.019 0.024 0.018
H 1.020 -3.412 5.284 0.006 0.007 0.028
H 1.642 -4.702 3.088 -0.003 0.013 -0.007
H 1.900 -2.955 3.011 0.012 0.011 -0.013
H -0.480 -4.542 1.902 0.004 0.044 0.015
H 0.489 -3.324 1.039 -0.020 0.012 -0.059
C 2.593 -2.857 -6.355 -0.060 0.064 0.034
C 1.895 -1.988 -5.342 0.021 -0.070 -0.097
C 2.611 -1.260 -4.399 0.069 -0.011 0.003
C 1.980 -0.474 -3.448 -0.105 0.111 0.013
C 2.838 0.387 -2.551 -0.101 -0.026 -0.118
C 0.571 -0.407 -3.447 0.468 -0.109 0.266
C -0.171 -1.064 -4.444 -0.106 0.022 0.024
C -1.667 -0.919 -4.590 0.081 0.010 0.072
C 0.511 -1.862 -5.354 -0.034 -0.039 -0.072
C -0.167 0.352 -2.405 0.200 -0.248 -0.315
O -1.084 1.087 -2.612 -0.196 0.230 0.176
O 0.206 0.069 -1.085 -0.131 -0.085 -0.994
H 3.668 -2.887 -6.186 -0.046 0.006 0.006
H 2.418 -2.483 -7.366 0.009 -0.006 0.039
H 2.208 -3.878 -6.318 0.018 0.029 0.007
H 3.697 -1.289 -4.420 -0.096 -0.009 0.006
H 3.895 0.209 -2.749 -0.076 0.007 0.002
H 2.647 0.199 -1.501 -0.027 -0.050 0.179
H 2.642 1.447 -2.739 0.005 -0.037 0.025
H -2.191 -0.979 -3.635 0.032 -0.012 -0.062
H -2.057 -1.688 -5.255 0.021 0.005 0.023
H -1.908 0.056 -5.016 0.000 -0.037 0.016
H -0.060 -2.390 -6.112 0.032 0.034 0.054
```
Positions in Å, forces in eV/Å.

Computed properties:
energy above the lowest of the compared OMol25 structures with the same formula, charge and spin: 0.0000 eV
HOMO level: -13.2 eV
largest force on an atom: 1.51 eV/A
molar mass: 732.583 g mol⁻¹
energy: -90914.9347 eV
net charge: +2

---

This record from OMol25 describes C37H49FN2PSTeTi as an isolated structure at a distorted geometry. The level of theory is ωB97M-V/def2-TZVPD.

Structure (XYZ):
```
93
Properties=species:S:1:pos:R:3:forces:R:3
Ti 1.109 -1.263 0.246 1.570 -0.813 0.443
C 1.855 -3.327 -2.836 -0.084 0.025 -0.075
C 1.767 -1.843 -3.194 0.021 -0.133 0.315
C 2.577 -0.951 -2.255 -0.316 -0.147 -0.068
C 0.322 -1.412 -3.364 0.084 -0.013 0.087
C -0.011 -0.987 -4.643 -0.066 -0.022 -0.063
C -1.315 -0.731 -4.996 -0.048 -0.001 0.052
C -2.291 -0.875 -4.036 0.032 0.008 -0.215
C -2.012 -1.217 -2.716 -0.049 -0.079 -0.096
C -3.239 -1.070 -1.824 -0.098 0.091 0.317
C -3.226 0.348 -1.240 -0.043 -0.185 -0.112
C -3.534 -2.102 -0.739 -0.015 0.089 -0.168
C -0.672 -1.503 -2.352 -0.247 0.080 -0.692
N -0.304 -1.810 -1.025 -0.395 0.821 -0.407
C -0.713 -2.951 -0.404 -0.325 -1.103 0.642
C -1.163 -4.134 -1.031 0.349 0.353 0.185
C -1.466 -5.262 -0.293 0.014 -0.050 0.063
C -1.371 -5.276 1.091 -0.002 0.141 0.033
C -0.946 -4.133 1.755 0.117 0.325 -0.071
C -0.612 -3.037 1.002 -0.788 -0.430 -0.277
F -0.175 -1.863 1.671 -0.893 -0.736 0.284
H 2.896 -3.623 -2.723 0.065 -0.087 0.125
H 1.420 -3.916 -3.639 -0.101 -0.094 -0.184
H 1.328 -3.563 -1.914 0.186 -0.012 -0.076
H 2.240 -1.737 -4.180 -0.087 0.078 0.169
H 2.100 -0.884 -1.247 1.131 0.371 -1.448
H 2.653 0.057 -2.667 -0.146 0.115 0.147
H 3.588 -1.348 -2.126 -0.229 0.046 0.266
H 0.763 -0.898 -5.393 0.124 -0.049 0.003
H -1.572 -0.442 -6.002 -0.041 0.062 -0.174
H -3.318 -0.696 -4.326 -0.117 0.062 0.092
H -4.099 -1.121 -2.503 0.177 -0.012 0.020
H -2.336 0.498 -0.635 -0.007 0.005 0.021
H -4.106 0.511 -0.619 -0.081 0.047 0.099
H -3.218 1.091 -2.037 0.024 0.063 -0.015
H -2.850 -2.040 0.102 -0.054 -0.033 0.020
H -3.498 -3.112 -1.140 -0.051 -0.036 0.083
H -4.540 -1.916 -0.365 -0.106 0.000 0.063
H -1.250 -4.144 -2.109 0.018 0.052 -0.041
H -1.773 -6.161 -0.810 -0.069 -0.030 -0.053
H -1.610 -6.159 1.657 -0.047 -0.161 0.056
H -0.843 -4.088 2.829 0.030 -0.031 0.027
S 2.552 0.209 1.492 0.647 0.788 0.447
C 4.062 0.247 0.677 0.102 -1.244 1.524
N 5.087 -0.490 1.239 0.485 1.345 -1.355
C 6.370 -0.401 0.770 -1.059 -0.323 0.561
C 6.644 0.327 -0.343 -0.074 0.445 -0.575
C 5.608 1.027 -0.999 -0.550 -0.366 1.050
C 4.331 1.007 -0.444 1.100 0.453 -1.108
H 4.851 -1.091 2.018 -0.194 -0.201 0.007
H 7.120 -0.929 1.332 0.055 -0.167 0.024
H 7.657 0.392 -0.707 0.067 -0.080 0.011
H 5.813 1.609 -1.883 0.030 0.060 -0.084
H 3.535 1.605 -0.865 -0.052 -0.095 0.024
Te 2.678 -3.190 0.705 0.483 -0.183 0.132
C -3.249 2.143 2.506 0.190 -0.027 0.026
C -2.111 1.183 2.842 0.305 -0.116 -0.154
C -1.892 1.128 4.356 0.099 0.123 -0.188
C -2.526 -0.223 2.382 0.125 0.039 -0.071
P -0.401 1.430 1.994 -0.695 0.921 0.317
C -0.727 2.156 0.326 0.122 -0.440 0.196
C -1.576 3.209 -0.002 0.006 -0.059 -0.049
C -1.629 3.694 -1.298 -0.078 0.094 -0.017
C -0.823 3.155 -2.285 0.075 0.031 -0.035
C 0.036 2.116 -1.976 0.145 -0.107 -0.153
C 0.073 1.624 -0.686 -0.141 -0.232 0.122
C 0.440 2.970 2.768 0.018 -0.272 -0.058
C -0.467 4.148 3.109 0.037 -0.214 -0.021
C 1.492 3.467 1.771 0.020 -0.033 -0.111
C 1.173 2.474 4.017 -0.005 -0.058 -0.008
H -4.118 1.877 3.109 -0.102 -0.058 0.052
H -3.531 2.059 1.460 -0.064 0.039 -0.080
H -3.001 3.175 2.733 -0.011 0.168 -0.023
H -2.737 0.632 4.833 -0.110 -0.046 0.011
H -1.802 2.122 4.789 0.050 0.051 0.096
H -0.991 0.559 4.585 0.032 -0.061 0.136
H -3.598 -0.371 2.499 -0.177 0.050 0.062
H -2.020 -0.983 2.974 0.085 -0.064 -0.108
H -2.282 -0.372 1.331 -0.081 -0.128 0.014
H -2.214 3.654 0.739 -0.062 0.052 0.115
H -2.307 4.500 -1.536 -0.056 0.087 -0.024
H -0.859 3.547 -3.289 -0.026 0.035 -0.160
H 0.671 1.689 -2.740 -0.014 -0.089 -0.078
H 0.744 0.792 -0.436 -0.133 0.722 -0.276
H -0.924 4.555 2.210 -0.078 0.099 -0.015
H 0.140 4.934 3.560 0.040 0.110 0.046
H -1.244 3.877 3.817 -0.079 0.047 0.069
H 1.037 3.890 0.876 0.009 0.040 -0.025
H 2.161 2.660 1.476 -0.009 0.093 -0.059
H 2.096 4.243 2.241 0.012 0.127 0.126
H 0.502 2.369 4.864 -0.049 -0.042 0.114
H 1.961 3.175 4.294 0.034 0.124 0.068
H 1.641 1.510 3.821 0.086 -0.016 0.106
```
Positions in Å, forces in eV/Å.

Computed properties:
energy above the lowest of the compared OMol25 structures with the same formula, charge and spin: 2.4920 eV
HOMO level (alpha / beta): -5.9 / -6.0 eV
largest force on an atom: 1.97 eV/A
molar mass: 779.319 g mol⁻¹
energy: -95393.9422 eV
multiplicity: 2

---

This record from OMol25 describes C37H49FeN6O5PSi as an isolated structure. The level of theory is ωB97M-V/def2-TZVPD.

Structure (XYZ):
```
100
Properties=species:S:1:pos:R:3:forces:R:3
Fe -0.316 -0.346 -0.849 0.046 0.402 0.041
C -1.442 4.510 -0.144 -0.012 0.028 -0.014
O -1.591 3.561 0.898 0.011 -0.023 0.009
C -1.085 3.873 2.121 -0.013 -0.057 0.002
C -0.475 5.075 2.444 0.008 0.004 -0.052
C 0.002 5.289 3.732 -0.006 -0.013 0.031
C -0.125 4.308 4.699 0.017 0.013 -0.002
C -0.714 3.095 4.369 -0.002 -0.003 -0.036
C -1.199 2.869 3.092 0.154 0.024 0.062
N -1.851 1.658 2.785 0.031 -0.077 -0.062
C -1.750 0.945 1.599 -0.127 0.041 -0.008
N -2.955 0.537 1.161 0.147 -0.140 0.037
C -3.306 -0.030 -0.078 0.076 0.139 -0.029
C -2.375 -0.395 -1.037 -0.092 -0.131 -0.152
C -2.885 -0.768 -2.288 0.094 -0.170 -0.012
C -4.241 -0.799 -2.563 0.005 0.017 0.050
C -5.153 -0.456 -1.571 0.007 -0.025 0.022
C -4.687 -0.076 -0.329 -0.026 0.045 0.020
O -5.511 0.371 0.679 0.060 -0.026 -0.015
C -6.618 -0.468 1.000 -0.017 -0.008 -0.014
N -0.611 0.695 0.999 -0.085 0.051 0.055
C 0.557 1.040 1.750 0.049 0.041 -0.041
C 1.420 2.012 1.274 -0.131 0.077 0.098
C 2.603 2.308 1.937 -0.028 -0.003 0.026
C 2.924 1.613 3.091 0.018 0.032 -0.023
C 2.068 0.636 3.584 -0.032 -0.035 0.013
C 0.878 0.348 2.926 -0.053 0.017 0.063
O -0.031 -0.557 3.369 0.029 -0.015 -0.148
C 0.390 -1.480 4.362 -0.008 0.003 0.017
H -1.865 4.049 -1.033 0.004 0.005 0.007
H -0.387 4.740 -0.319 -0.003 -0.004 -0.001
H -1.981 5.433 0.081 0.004 -0.005 -0.004
H -0.378 5.853 1.701 -0.003 0.005 0.005
H 0.471 6.234 3.972 -0.006 0.006 0.005
H 0.241 4.474 5.703 0.006 0.006 -0.003
H -0.796 2.305 5.107 -0.008 -0.006 0.001
H -2.399 1.234 3.515 -0.068 0.010 -0.026
H -3.741 0.947 1.642 -0.008 0.019 0.018
H -2.195 -1.047 -3.076 -0.075 -0.001 0.124
H -4.596 -1.079 -3.546 0.000 -0.005 -0.014
H -6.215 -0.449 -1.775 0.003 -0.021 -0.008
H -7.197 0.060 1.753 0.010 -0.006 0.007
H -6.268 -1.422 1.401 -0.006 0.006 -0.016
H -7.249 -0.652 0.131 -0.020 0.019 0.014
H 1.143 2.539 0.368 -0.006 0.001 0.037
H 3.256 3.086 1.563 0.009 0.015 -0.005
H 3.835 1.840 3.630 0.011 -0.004 0.005
H 2.324 0.112 4.494 0.007 0.002 0.012
H 0.513 -0.991 5.332 0.031 0.003 -0.016
H 1.320 -1.968 4.065 -0.010 -0.023 0.000
H -0.401 -2.221 4.438 0.009 -0.001 -0.002
C 5.300 0.443 -0.111 -0.017 0.024 0.034
N 4.020 -0.213 0.040 0.007 -0.040 -0.106
C 3.732 -1.314 0.935 0.002 0.019 0.024
C 2.236 -1.487 0.716 0.024 0.020 0.013
O 1.539 -2.291 1.287 -0.126 0.069 0.226
N 1.813 -0.591 -0.243 0.027 -0.249 0.153
C 2.890 0.140 -0.575 -0.068 0.106 -0.080
N 2.798 1.162 -1.416 -0.004 -0.089 -0.139
H 5.957 0.106 0.686 0.006 -0.001 -0.002
H 5.190 1.525 -0.018 0.000 0.000 -0.001
H 5.769 0.202 -1.068 0.000 0.002 0.003
H 3.936 -1.059 1.976 0.002 0.002 -0.011
H 4.264 -2.228 0.664 -0.021 -0.008 -0.003
H 1.899 1.248 -1.886 -0.003 -0.011 -0.135
H 3.616 1.600 -1.799 0.014 0.020 0.002
C 1.873 0.801 -4.700 -0.082 0.034 0.074
Si 0.130 0.984 -4.006 -0.007 0.049 0.085
C -0.999 -0.070 -5.056 -0.001 -0.013 0.014
C -0.392 2.775 -4.089 0.007 -0.025 -0.019
O 0.139 0.543 -2.412 0.278 -0.118 0.060
H 1.835 0.767 -5.791 -0.008 0.015 -0.021
H 2.348 -0.123 -4.363 -0.003 -0.015 0.010
H 2.523 1.639 -4.436 0.011 -0.008 0.051
H -0.822 0.157 -6.109 0.017 0.014 -0.019
H -2.054 0.115 -4.852 0.030 0.017 -0.019
H -0.802 -1.137 -4.918 -0.002 -0.003 -0.015
H -0.359 3.160 -5.110 -0.001 0.002 -0.005
H 0.266 3.397 -3.478 0.012 0.018 0.001
H -1.411 2.900 -3.715 -0.014 -0.021 0.002
C -1.329 -3.394 0.677 0.042 -0.050 -0.083
P -0.436 -2.919 -0.843 -0.218 -0.034 -0.011
C -1.474 -3.696 -2.132 0.063 0.025 -0.044
C 1.058 -3.951 -0.930 -0.031 -0.083 -0.031
C 1.110 -5.206 -0.329 0.032 0.063 -0.009
C 2.248 -5.989 -0.446 0.011 0.002 0.014
C 3.341 -5.528 -1.168 0.014 -0.010 0.008
C 3.292 -4.283 -1.778 -0.014 0.009 0.025
C 2.156 -3.496 -1.655 -0.070 -0.019 -0.167
H -1.827 -4.356 0.552 0.033 0.000 0.012
H -2.084 -2.635 0.886 -0.010 0.001 -0.050
H -0.631 -3.433 1.506 0.079 0.028 0.094
H -1.442 -4.779 -2.005 0.006 0.007 0.016
H -1.094 -3.450 -3.123 -0.008 -0.001 -0.014
H -2.502 -3.350 -2.049 -0.009 0.039 0.012
H 0.268 -5.577 0.242 -0.014 0.007 -0.001
H 2.282 -6.961 0.027 0.004 -0.003 0.000
H 4.226 -6.143 -1.259 0.001 -0.005 -0.005
H 4.137 -3.928 -2.354 0.007 0.006 -0.010
H 2.116 -2.523 -2.133 0.003 -0.026 -0.006
```
Positions in Å, forces in eV/Å.

Computed properties:
energy above the lowest of the compared OMol25 structures with the same formula, charge and spin: 0.0000 eV
HOMO level (alpha / beta): -10.0 / -10.1 eV
largest force on an atom: 0.41 eV/A
molar mass: 772.741 g mol⁻¹
energy: -109894.7969 eV
multiplicity: 6
net charge: +1